{
  "formula": "HN3O4",
  "method": "wB97M-V/def2-TZVPD",
  "lumo_ev": -0.2,
  "charge": 0,
  "de_lowest_kj_mol": 324.76,
  "gap_ev": 11.32,
  "smiles": "[H]/N=[N+](\\[O-])O[N+](=O)[O-]",
  "homo_ev": -11.555,
  "elements": ["H", "N", "N", "O", "O", "N", "O", "O"],
  "coordinates": [[2.4432, -0.2074, 1.4361], [1.5119, 0.1610, 0.9811], [0.9810, -0.3015, 0.0352], [1.0511, -1.1908, -0.7295], [-0.2491, 0.6383, -0.2026], [-1.5917, 0.3538, -0.4740], [-2.0161, -0.7779, -0.3226], [-2.1302, 1.3245, -0.7237]],
  "mulliken_charge": [0.328, -0.676, 1.179, -0.534, -0.385, 1.110, -0.532, -0.489]
}

=====

{
  "formula": "C19H35BrNO6P",
  "method": "wB97M-V/def2-TZVPD",
  "lumo_ev": 0.5,
  "charge": 0,
  "gap_ev": 9.55,
  "smiles": "COCCCCCCCCP(N)CC(=O)Br.O=C1CCCO1.O=C1CCCO1",
  "homo_ev": -9.057,
  "elements": ["C", "O", "C", "C", "C", "C", "C", "C", "C", "C", "P", "N", "C", "C", "O", "Br", "H", "H", "H", "H", "H", "H", "H", "H", "H", "H", "H", "H", "H", "H", "H", "H", "H", "H", "H", "H", "H", "H", "H", "O", "C", "C", "C", "C", "O", "H", "H", "H", "H", "H", "H", "O", "C", "C", "C", "C", "O", "H", "H", "H", "H", "H", "H"],
  "coordinates": [[2.4679, -0.8818, 1.4321], [1.6770, 0.0713, 2.1062], [0.4742, 0.3472, 1.4231], [-0.2432, 1.5191, 2.0597], [-1.4534, 1.9166, 1.2114], [-2.4719, 2.8083, 1.9274], [-3.6897, 2.1088, 2.5313], [-3.4480, 1.0944, 3.6488], [-3.0462, -0.3182, 3.1875], [-3.5100, -1.4222, 4.1556], [-3.6715, -3.1140, 3.3911], [-2.8422, -4.1665, 4.4773], [-2.3357, -3.0724, 2.1111], [-2.6927, -2.5744, 0.7407], [-1.9110, -2.0163, 0.0191], [-4.5026, -2.8436, 0.1136], [3.2018, -1.2711, 2.1318], [1.8549, -1.7099, 1.0559], [2.9690, -0.4264, 0.5701], [0.6820, 0.5721, 0.3667], [-0.1736, -0.5390, 1.4454], [0.4572, 2.3486, 2.1615], [-0.5772, 1.2318, 3.0602], [-1.0945, 2.4299, 0.3173], [-1.9471, 1.0046, 0.8613], [-2.8583, 3.5165, 1.1891], [-1.9752, 3.4233, 2.6843], [-4.2609, 1.6410, 1.7226], [-4.3350, 2.8971, 2.9290], [-2.7157, 1.4805, 4.3613], [-4.3907, 0.9821, 4.1919], [-1.9651, -0.3884, 3.0782], [-3.4984, -0.4779, 2.2057], [-2.7978, -1.5086, 4.9821], [-4.4803, -1.1543, 4.5711], [-3.4671, -4.4181, 5.2322], [-2.0128, -3.7436, 4.8841], [-1.9510, -4.0902, 2.0076], [-1.4922, -2.4478, 2.4051], [1.5664, 2.3198, -2.8981], [0.9890, 1.2857, -2.7243], [1.5761, -0.1120, -2.6947], [0.3462, -1.0055, -2.8440], [-0.7374, -0.1379, -2.2154], [-0.3386, 1.2236, -2.4940], [2.0722, -0.2527, -1.7322], [2.3001, -0.2359, -3.4961], [0.4370, -1.9803, -2.3703], [0.1319, -1.1621, -3.9017], [-0.7904, -0.2630, -1.1378], [-1.7255, -0.3004, -2.6372], [4.3873, -1.4777, -5.5645], [4.7164, -0.3327, -5.4705], [5.7513, 0.2675, -4.5351], [5.4137, 1.7590, -4.5715], [4.8089, 1.9058, -5.9627], [4.1726, 0.6433, -6.2310], [6.7410, 0.0525, -4.9409], [5.6641, -0.1717, -3.5456], [6.2641, 2.4167, -4.4061], [4.6569, 1.9860, -3.8193], [5.5667, 2.0758, -6.7306], [4.0568, 2.6874, -6.0269]],
  "mulliken_charge": [-0.674, -0.493, 0.511, -0.894, 0.096, -1.040, -0.887, -0.764, 0.335, -0.971, 0.114, -0.653, -0.374, 0.086, -0.375, -0.140, 0.302, 0.264, 0.249, -0.100, -0.111, 0.445, 0.277, 0.527, -0.061, 0.338, 0.322, 0.337, 0.424, 0.308, 0.490, -0.179, 0.163, 0.404, 0.451, 0.286, 0.277, 0.566, 0.116, -0.626, 0.543, 0.423, -0.710, 0.090, -0.404, -0.177, 0.023, 0.368, 0.269, -0.217, 0.425, -0.592, 0.589, -0.474, -0.370, -0.474, -0.364, 0.316, 0.273, 0.345, 0.169, 0.279, 0.327]
}

=====

{
  "formula": "C3H5CuO3",
  "method": "wB97M-V/def2-TZVPD",
  "lumo_ev": [-6.4, -7.3],
  "charge": 1,
  "de_lowest_kj_mol": 352.38,
  "multiplicity": 2,
  "gap_ev": [8.33, 8.20],
  "homo_ev": [-14.678, -15.536],
  "elements": ["H", "O", "C", "C", "O", "O", "C", "Cu", "H", "H", "H", "H"],
  "coordinates": [[-0.2052, 2.4839, 0.1701], [-0.1074, 0.6509, 0.7699], [1.2697, 0.1235, 0.3973], [-1.0254, -0.4332, 0.5090], [2.0560, 1.0490, 0.1493], [0.9852, -0.6191, -0.6821], [-0.2998, -1.2590, -0.5607], [1.3858, 2.5510, -0.6032], [-1.9957, -0.0460, 0.1872], [-1.1342, -0.9765, 1.4537], [-0.7908, -1.2280, -1.5381], [-0.1382, -2.2964, -0.2523]],
  "mulliken_charge": [0.188, -0.333, 0.844, -0.272, -0.562, -0.283, -0.287, 0.594, 0.291, 0.258, 0.278, 0.284]
}

=====

{
  "formula": "C5H12NO",
  "method": "wB97M-V/def2-TZVPD",
  "lumo_ev": -7.5,
  "charge": 1,
  "de_lowest_kj_mol": 695.33,
  "gap_ev": 6.53,
  "homo_ev": -14.079,
  "elements": ["C", "C", "C", "C", "C", "N", "O", "H", "H", "H", "H", "H", "H", "H", "H", "H", "H", "H", "H"],
  "coordinates": [[0.1686, 2.1213, -0.6791], [1.6920, -1.1584, -1.1485], [-3.2394, 1.6717, -0.4436], [1.4901, -1.4434, 0.3570], [0.8850, -0.2875, 1.0951], [-0.5905, 1.1378, -0.3443], [-0.4131, 0.1536, 0.5403], [1.2570, 2.2557, -0.6295], [-0.3090, 2.8590, -1.3137], [2.5441, -1.7458, -1.5898], [0.8485, -1.4010, -1.7674], [1.7553, -0.1033, -1.2896], [-3.4858, 0.5807, -0.3587], [-2.7716, 2.0967, -1.3484], [-3.5919, 2.1368, 0.4854], [2.4537, -1.6016, 0.8015], [1.0758, -2.5371, 0.4594], [0.6797, -0.7016, 2.1736], [1.6611, 0.5909, 1.2889]],
  "mulliken_charge": [-0.230, -0.992, -0.161, -0.258, -0.476, -0.149, -0.144, 0.316, 0.202, 0.339, 0.293, 0.191, 0.274, 0.307, 0.311, 0.325, 0.298, 0.245, 0.310]
}